C8H10Cl2F4O2S | wB97M-V/def2-TZVPD

Summary:
Gap between HOMO and LUMO: 1.88 eV
LUMO energy: -3.3 eV
HOMO level: -5.2 eV
Spin multiplicity: 1

Geometry (Å):
C: 2.75034 -2.98163 -1.73852
C: 2.85862 -1.54712 -2.52160
Cl: 4.43131 -1.19597 -3.50599
C: 1.77933 -0.52271 -2.48139
Cl: 1.99903 1.13282 -3.36264
S: 0.12073 -0.76073 -1.56848
C: 0.44388 -1.28919 0.22585
C: -0.56508 -0.56392 1.31180
O: -1.11217 0.65153 1.17449
F: -0.87303 -1.29197 2.59180
C: -0.85405 -2.10486 -2.49719
F: -0.04150 -2.79015 -3.54782
F: -2.01540 -1.48650 -3.24017
F: -1.41685 -3.01516 -1.47230
H: 1.83120 -3.64468 -2.02720
H: 2.70425 -2.80422 -0.56009
H: 3.71570 -3.61823 -2.03547
H: 0.40488 -2.45785 0.27555
H: 1.56203 -0.96399 0.48039
C: -1.87935 3.34200 2.72043
C: -2.56621 4.51958 3.43450
O: -1.60979 5.24175 3.99502
H: -1.32107 2.70740 3.42025
H: -2.63378 2.71010 2.23736
H: -1.18912 3.68282 1.93850
H: -3.32511 4.05847 4.08584
H: -3.19882 4.99242 2.66709